Molecular formula: C50H141N9O16
Method: DFT, ωB97M-V/def2-TZVPD

Charge: 0
Electronic energy (hartree): -3685.91726

Cartesian coordinates (Å):
C  2.78868  1.71240  -4.48785
C  2.50193  1.62853  -5.98508
C  3.05596  0.36154  -6.63945
O  4.51889  0.33725  -6.51634
C  5.17798  -0.80128  -7.07335
N  1.08147  1.90718  -6.13615
H  2.48729  0.79131  -3.98899
H  2.23732  2.43202  -3.88265
H  3.85036  1.92276  -4.35868
H  3.06579  2.41547  -6.48597
H  2.85846  0.25290  -7.70588
H  2.54922  -0.46932  -6.14853
H  5.69648  -1.35642  -6.29163
H  5.90580  -0.61466  -7.86300
H  4.43653  -1.49794  -7.46453
H  0.81329  1.96402  -7.10823
H  0.95847  2.85474  -5.80891
C  -5.56265  1.95760  -0.01554
C  -4.92278  1.70624  1.32727
C  -5.17882  2.94662  2.27695
O  -4.48666  4.09911  1.86680
C  -5.00036  5.26738  2.50286
N  -5.53128  0.46842  1.87146
H  -6.64176  2.10242  0.03594
H  -5.55141  1.11713  -0.70950
H  -5.16107  2.82243  -0.54367
H  -3.86284  1.62392  1.08676
H  -4.82135  2.63697  3.25900
H  -6.24595  3.16024  2.33775
H  -4.50527  6.19518  2.21619
H  -4.83486  5.13053  3.57149
H  -6.08599  5.36465  2.49577
H  -5.51058  -0.29146  1.20643
H  -5.01145  0.13104  2.66899
C  -2.66584  -8.11916  2.65944
C  -2.50818  -6.58901  2.78100
C  -1.04920  -6.16462  2.92137
O  -0.95553  -4.74402  3.05113
C  0.34572  -4.22886  2.86766
N  -3.12991  -5.92446  1.66551
H  -3.69391  -8.44607  2.50347
H  -2.32309  -8.59515  3.57816
H  -2.10139  -8.51326  1.81435
H  -3.09630  -6.27401  3.64297
H  -0.36538  -6.52683  2.15371
H  -0.70771  -6.44184  3.91869
H  0.27234  -3.14177  2.89856
H  0.60115  -4.48463  1.83934
H  1.02940  -4.50951  3.66886
H  -3.08973  -4.93154  1.84606
H  -4.09044  -6.15335  1.45318
C  -1.93046  3.51256  3.61729
C  -0.64212  4.27493  3.75544
C  0.53920  3.50115  3.02563
O  0.95349  2.43520  3.83080
C  2.11641  1.82555  3.41256
N  -0.92160  5.63875  3.33150
H  -2.71242  4.12974  4.05968
H  -2.04419  2.63049  4.24745
H  -2.34491  3.33232  2.62540
H  -0.43565  4.18493  4.82192
H  1.27562  4.22048  2.66739
H  0.16033  3.01097  2.12882
H  1.95552  1.19549  2.53777
H  2.59132  1.15645  4.13008
H  2.82866  2.59976  3.12726
H  -1.02753  5.57384  2.32917
H  -0.14553  6.27551  3.44272
C  -1.13598  0.32390  -0.77190
C  0.11018  1.04034  -0.57428
C  1.33026  0.16926  -0.60202
O  1.29791  -0.68077  0.56318
C  2.22082  -1.78671  0.66535
N  0.23125  2.18198  -1.52943
H  -1.16115  -0.48261  -0.03909
H  -1.10706  -0.21401  -1.71948
H  -2.06106  0.89561  -0.69783
H  -0.02390  1.33285  0.46714
H  2.20478  0.81634  -0.66996
H  1.31137  -0.45353  -1.49637
H  1.93877  -2.28647  1.59205
H  3.28931  -1.59929  0.77165
H  2.05238  -2.56162  -0.08247
H  0.02190  1.82786  -2.45185
H  -0.61089  2.72334  -1.39588
C  5.87882  -1.18869  1.80658
C  5.94640  -0.13578  0.71955
C  6.25603  1.26409  1.26044
O  5.23427  1.87928  2.10731
C  5.56902  3.13488  2.71073
N  7.16120  -0.43297  -0.05430
H  5.84962  -2.21562  1.44231
H  4.95715  -1.10347  2.38221
H  6.69457  -1.12140  2.52638
H  5.12695  -0.15507  0.00104
H  6.45588  1.93327  0.42356
H  7.15926  1.35143  1.86428
H  5.99738  3.80072  1.96156
H  6.34432  2.98305  3.46171
H  4.66711  3.56370  3.14751
H  7.96688  -0.44004  0.55474
H  7.22620  0.36576  -0.66904
C  -1.51566  5.26675  -6.26780
C  -1.03712  4.89286  -4.87338
C  0.40508  5.36665  -4.59798
O  1.30521  4.71731  -5.47307
C  2.67302  4.99861  -5.21741
N  -2.00527  5.35585  -3.89365
H  -1.74447  6.32205  -6.41636
H  -2.46814  4.77483  -6.46501
H  -0.75953  4.92853  -6.97630
H  -0.96659  3.80663  -4.81640
H  0.67677  5.02377  -3.59962
H  0.49441  6.44373  -4.45651
H  2.83416  6.06460  -5.37806
H  3.31753  4.42077  -5.87984
H  3.00783  4.77699  -4.20407
H  -2.79335  4.73056  -3.98342
H  -1.68858  5.00643  -3.00051
C  -2.29622  -1.52395  2.58920
C  -1.94470  -0.27052  3.34432
C  -2.74042  -0.14604  4.72867
O  -4.10827  0.07226  4.57425
C  -4.71571  0.51207  5.79136
N  -0.50569  -0.23523  3.54943
H  -3.28267  -1.50481  2.12591
H  -2.25428  -2.44578  3.16934
H  -1.65099  -1.75947  1.74284
H  -2.18182  0.56715  2.68844
H  -2.38623  0.74203  5.25209
H  -2.52465  -1.05360  5.29249
H  -4.40403  0.06733  6.73643
H  -5.80294  0.55589  5.72720
H  -4.57455  1.58628  5.91079
H  -0.08305  -0.18171  2.63367
H  -0.28268  0.61449  4.04778
C  -5.96971  -4.12605  1.96068
C  -6.86608  -3.40571  0.99112
C  -6.15950  -2.96212  -0.34555
O  -5.04920  -2.07691  -0.11483
C  -4.30234  -1.81044  -1.32298
N  -8.05206  -4.23328  0.78122
H  -5.39302  -4.95025  1.54087
H  -6.51878  -4.52072  2.81558
H  -5.19596  -3.44541  2.31584
H  -7.34365  -2.56737  1.49828
H  -6.86123  -2.42681  -0.98519
H  -5.84841  -3.84481  -0.90427
H  -4.96117  -1.30218  -2.02706
H  -4.05073  -2.76384  -1.78754
H  -3.47341  -1.10984  -1.22234
H  -8.80685  -3.74612  0.31962
H  -8.47161  -4.32628  1.69524
C  4.77131  -3.08296  -3.24390
C  5.05605  -2.15091  -2.09037
O  6.13724  -2.68364  -1.29038
H  4.67499  -4.08520  -2.82638
H  5.51322  -3.17005  -4.03767
H  3.82081  -2.91601  -3.75064
H  4.24422  -2.06613  -1.36799
H  5.36147  -1.18195  -2.48529
H  6.52869  -2.02367  -0.71347
C  3.77281  -2.62315  5.23735
C  2.78463  -1.44543  4.91894
O  1.43612  -1.90346  5.01154
H  3.52036  -3.60435  4.83531
H  3.95497  -2.70145  6.30917
H  4.78405  -2.47274  4.85939
H  2.80837  -1.21144  3.85462
H  2.95454  -0.61546  5.60479
H  0.87877  -1.22481  4.62375
C  3.84049  -5.69428  -0.14746
C  4.16425  -5.68194  1.33445
O  4.62686  -6.94815  1.71475
H  2.81772  -6.01945  -0.33799
H  4.60370  -6.33284  -0.59225
H  3.89613  -4.69691  -0.58367
H  3.35580  -5.23293  1.91144
H  4.92558  -4.92279  1.51384
H  4.56827  -7.09172  2.66214
C  -2.50205  5.99192  -0.64018
C  -1.99700  4.56376  -0.48949
O  -2.24731  3.73793  -1.64852
H  -3.55489  5.96660  -0.92120
H  -2.00021  6.57625  -1.41142
H  -2.48503  6.56195  0.28875
H  -2.50338  4.13948  0.37749
H  -0.91981  4.62227  -0.33350
H  -3.19426  3.64666  -1.77717
C  -1.38238  -3.54145  -2.01458
C  -1.69682  -4.16967  -0.70049
O  -1.51038  -5.54599  -0.81273
H  -0.30515  -3.39033  -2.08404
H  -1.84563  -2.55611  -1.96363
H  -1.76721  -4.02698  -2.91139
H  -2.75004  -4.06856  -0.43855
H  -1.04390  -3.70345  0.03736
H  -1.89089  -5.84921  0.01485
C  -0.31012  -1.50049  -4.44166
C  -1.30333  -0.32226  -4.73883
O  -0.71804  0.87940  -4.15635
H  -0.72072  -2.40275  -4.89489
H  -0.02978  -1.54957  -3.38947
H  0.63515  -1.25044  -4.92337
H  -2.33181  -0.61098  -4.52211
H  -1.33875  -0.15746  -5.81572
H  -0.03061  1.22313  -4.73158
C  3.86566  3.33887  -1.20598
C  3.13718  3.48745  0.13507
O  1.84122  4.04918  -0.09684
H  4.92582  3.10064  -1.11983
H  3.89446  4.21588  -1.85259
H  3.40485  2.49836  -1.72492
H  3.67679  4.19274  0.76713
H  3.04216  2.57510  0.72387
H  1.32513  3.46819  -0.66048